Below is one molecule with the formula C5H8O2, with properties calculated with ωB97M-V/def2-TZVPD.

Structure (XYZ):
```
15
Properties=species:S:1:pos:R:3:forces:R:3:lowdin_charge:R:1
C 0.713143 -0.768960 0.406730 0.03 0.05 0.09 -0.203
O -0.190135 -0.558119 -2.937476 -0.01 0.22 0.58 0.053
C 0.782721 -1.522633 -0.884617 -0.09 0.08 -0.05 -0.015
C 0.057287 -0.684710 -1.765244 -0.28 0.41 0.07 -0.463
O -0.135973 1.959667 1.576610 0.02 -0.17 0.06 -0.068
H -0.307477 1.693236 2.488018 0.04 0.02 -0.29 0.086
H -1.649229 0.575542 1.278963 0.04 -0.02 -0.24 0.116
H -0.718787 -1.238361 -0.850907 0.42 -0.88 -0.20 0.260
C -0.059138 0.377312 -0.228968 0.39 0.47 0.21 -0.152
H 0.156575 -1.306409 1.183236 0.22 0.18 0.04 0.117
H 1.692506 -0.494434 0.803503 0.00 0.06 -0.09 0.124
H 0.628133 1.073047 -0.701444 0.23 0.25 0.27 0.130
H 1.570488 -2.229957 -1.176657 -0.67 -0.26 0.00 0.128
H -1.569090 1.920494 0.119279 0.00 -0.15 -0.03 0.115
C -0.971024 1.204284 0.688974 -0.34 -0.27 -0.43 -0.230
```
Positions in Å, forces in eV/Å.

The total charge is 0. The value obtained for the LUMO energy is 0.4 eV. The strongest force on any atom comes out at 0.99 eV/Å. The energy above the lowest of the compared OMol25 structures with the same formula, charge and spin comes out at 118.3 kcal per mole.

=====

Below is a 2-piece molecular cluster, C5H8O2 overall at a distorted geometry, with properties calculated with ωB97M-V/def2-TZVPD.

Structure (XYZ):
```
15
Properties=species:S:1:pos:R:3:forces:R:3:lowdin_charge:R:1
C -3.683877 0.505422 -1.899544 0.71 -0.09 0.47 0.165
C 0.686964 -0.123909 0.232580 -0.70 0.47 0.75 -0.554
H 1.151032 -1.014829 2.162744 0.01 0.02 -0.03 0.079
O -1.594526 0.197742 -0.646363 0.78 -0.06 0.33 0.017
H 0.170592 -2.044653 1.095835 0.01 0.04 0.00 0.083
H 1.397280 1.842946 -0.339614 -0.03 0.01 0.00 0.082
H -0.283575 0.339916 0.655693 0.62 -0.16 0.10 0.176
H -4.672423 0.595041 -2.265959 -0.09 -0.02 -0.22 0.025
C 1.729201 1.003227 0.266929 0.03 -0.24 -0.16 -0.034
C -2.619190 0.320649 -1.316348 -0.64 -0.04 -0.60 -0.299
H 2.668556 0.628104 -0.144428 0.03 0.06 0.04 0.082
H 1.901772 1.339295 1.289704 -0.02 -0.04 -0.03 0.079
H 1.897965 -1.823361 0.768821 -0.02 -0.02 0.08 0.082
C 0.992803 -1.331011 1.132021 0.08 0.03 -0.34 -0.034
O 0.257424 -0.434580 -0.992072 -0.75 0.05 -0.39 0.051
```
Positions in Å, forces in eV/Å.

The total charge is 0. The value obtained for the LUMO energy (alpha / beta) is -2.9 / -2.9 eV. The strongest force on any atom comes out at 1.13 eV/Å. The energy above the lowest of the compared OMol25 structures with the same formula, charge and spin comes out at 161.0 kcal per mole.